(1)
Formula: C6H13FeO5
Source: the OMol25 dataset
Level of theory: wB97M-V/def2-TZVPD

Last column: Mulliken charge in e.
Geometry (Å):
C1 1.32700 1.70196 1.02237  -0.19
O1 2.14831 -2.22765 1.71174  -0.11
H1 0.38950 -2.05269 -0.29333  0.36
H2 0.23163 -1.72823 2.34698  0.31
H3 -1.45212 3.22588 3.18433  0.33
O2 1.33600 -2.08877 -0.46207  -0.42
H4 3.06954 -1.32087 0.19679  0.33
C2 -1.01031 5.28962 2.66386  -0.25
C3 0.68066 2.01522 2.34199  -0.38
H5 1.67673 -0.20617 0.79116  0.12
H6 -0.24300 3.99616 4.26351  0.30
C4 -0.60039 3.92692 3.22486  -0.40
H7 1.13793 -2.92256 3.32899  0.27
C5 2.04492 -1.46350 0.56023  0.32
Fe1 -0.08714 3.95752 0.49168  0.77
O3 0.78474 2.32901 -0.04217  -0.72
O4 -1.23604 5.23046 1.29193  -0.71
H8 0.43243 -3.41455 1.76390  0.31
H9 2.42706 1.67594 1.04042  0.47
O5 0.43609 3.43600 2.37450  -0.43
C6 0.92013 -2.58983 2.30854  -0.61
H10 -0.30219 1.51549 2.44895  0.32
H11 1.31246 1.71625 3.19142  0.33
H12 -0.21147 6.01855 2.91246  0.29
H13 -1.91170 5.61251 3.21966  0.36

- HOMO level (spin up / spin down): -0.429 / -0.461 Ha
- Charge: +1
- Kohn-Sham gap (spin up / spin down): 8.819 / 3.334 eV
- Multiplicity: 7



(2)
Formula: C6H13I2N2
Source: the OMol25 dataset
Level of theory: wB97M-V/def2-TZVPD

Last column: Mulliken charge in e.
Geometry (Å):
H1 -0.66944 -2.50460 -1.80287  0.30
I1 2.22356 3.32213 0.73930  0.17
H2 -1.94889 -0.77799 1.29312  0.37
C1 -0.10458 -1.09598 -0.11539  1.74
H3 0.86813 2.75509 -2.22922  0.29
H4 1.65902 1.63083 2.46628  0.39
N1 1.02654 1.97869 1.80198  -0.77
H5 -0.15630 -0.43941 2.04000  0.34
C2 -0.14685 2.29458 -2.00801  -0.86
C3 -1.17844 -1.71304 -1.08630  -1.36
H6 0.80082 -2.74428 0.67156  0.50
H7 -0.64836 1.96024 -2.80570  0.43
H8 1.48535 -2.47032 -0.70747  0.39
C4 -0.79056 -0.98961 1.36825  -1.36
H9 -2.06410 -2.11195 -0.40732  0.31
H10 -0.78032 -2.04864 1.87381  0.38
H11 -0.72906 3.00692 -1.35268  0.36
C5 1.10341 -1.89749 0.12881  -1.68
C6 0.07795 0.20505 -0.65397  -0.04
N2 0.11408 1.16294 -1.31472  0.07
I2 -0.39115 2.85652 3.08888  0.22
H12 -1.59501 -0.99930 -1.74179  0.41
H13 1.84418 -1.38035 0.75347  0.38

- HOMO level: -0.456 Ha
- Charge: +1
- Kohn-Sham gap: 8.133 eV



(3)
Formula: C6H13IN2OP
Source: the OMol25 dataset
Level of theory: wB97M-V/def2-TZVPD

Last column: Mulliken charge in e.
Geometry (Å):
H1 1.06625 0.21218 -4.39047  0.28
N1 1.74676 0.25728 -3.66650  -0.10
H2 -1.16159 -1.44491 0.43450  0.32
H3 -1.90032 -0.18238 2.40082  0.33
C1 -1.27486 -0.33901 0.25075  -0.56
O1 3.37848 -0.64242 -5.35622  -0.42
I1 0.96349 2.82905 -1.96064  0.04
C2 1.47934 0.62196 -2.34668  -0.61
C3 0.26233 0.12440 2.04098  -0.61
H4 0.30367 -0.84376 2.40582  0.28
C4 0.96520 -0.10853 0.66823  -0.80
H5 2.30429 0.31862 -1.71473  0.57
H6 0.69203 0.83489 2.65943  0.42
C5 -1.22838 0.40851 1.65572  -0.54
H7 0.33030 -1.18324 -1.93796  0.43
H8 1.96212 0.37565 0.59405  0.31
H9 -0.74266 -0.01287 -2.34040  0.34
H10 -0.12066 1.17965 -0.27764  0.09
C6 0.18130 -0.18366 -1.82814  -0.67
N2 -0.01724 0.17786 -0.38016  0.33
H11 -1.53518 1.47874 1.56371  0.31
P1 3.42855 0.00514 -4.09442  0.39
H12 -2.17362 -0.16276 -0.31697  0.39
H13 1.20797 -1.16092 0.58664  0.47

- HOMO level: -0.488 Ha
- Charge: +1
- Kohn-Sham gap: 9.626 eV
- Structure (SMILES): O=PN[C@@H](I)C[NH+]1CCCC1



Quick rundown of largest force on an atom, same order as above: 0.0447; 0.1248; 0.0801 Eh/bohr
Quick rundown of ΔE to the lowest compared entry with this formula, charge and spin, same order as above: 1.394; 3.902; 0.548 eV